The following is a DFT calculation (ωB97M-V with the def2-TZVPD basis set) of a molecular structure, C52H52F3LiN4PSbSi.

HOMO energy (alpha / beta), Ha: 0.042 / 0.042
Orbital gap (alpha / beta), eV: 2.6 / 2.6
Calculated total energy, eV: -92783.270
Maximum force, eV Å⁻¹: 3.3
LUMO energy (alpha / beta), eV: 3.7 / 3.7

```
! RIJCOSX wB97M-V def2-TZVPD def2/J DEFGRID3
* xyz -2 1
Li 9.724 12.768 13.848
C 13.139 12.011 14.718
Si 14.344 12.628 16.010
C 15.811 11.466 16.087
C 14.979 14.380 15.491
C 16.238 14.828 15.903
C 16.772 15.954 15.284
C 16.106 16.632 14.296
C 14.902 16.126 13.811
C 14.273 15.127 14.541
H 13.415 11.066 14.262
H 13.166 12.749 13.898
H 12.091 11.948 15.078
H 16.083 11.261 15.047
H 15.489 10.512 16.523
H 16.663 11.965 16.543
H 16.886 14.280 16.623
H 17.668 16.409 15.646
H 16.581 17.525 13.927
H 14.435 16.529 12.887
H 13.251 14.820 14.299
F 16.636 9.499 22.483
C 15.986 10.278 21.622
C 15.387 9.649 20.515
C 14.670 10.452 19.621
C 14.697 11.859 19.673
C 15.279 12.427 20.817
C 15.928 11.671 21.785
Sb 13.251 12.799 18.378
C 11.398 12.133 19.268
C 10.369 11.496 18.583
C 9.280 10.940 19.273
C 9.256 11.089 20.675
F 8.327 10.463 21.397
C 10.232 11.800 21.346
C 11.295 12.346 20.623
C 13.288 14.888 18.757
C 12.118 15.549 18.396
C 12.092 16.959 18.359
C 13.316 17.641 18.529
F 13.349 18.995 18.480
C 14.534 16.961 18.747
C 14.491 15.614 18.904
H 15.371 8.544 20.438
H 14.081 10.011 18.789
H 15.340 13.495 20.861
H 16.550 12.174 22.567
H 10.435 11.365 17.527
H 8.499 10.453 18.628
H 10.175 11.981 22.410
H 12.106 12.849 21.152
H 11.193 14.996 18.267
H 11.197 17.535 18.222
H 15.481 17.524 18.780
H 15.378 15.043 19.079
C 8.843 6.368 13.000
N 10.310 6.745 12.929
C 10.950 6.204 14.160
N 10.330 6.561 15.438
C 8.875 6.224 15.371
N 8.126 6.791 14.245
C 8.006 8.258 14.332
P 9.705 8.999 14.384
C 10.446 8.193 12.838
C 10.511 7.952 15.713
H 8.765 5.268 13.011
H 8.340 6.843 12.151
H 11.989 6.579 14.160
H 10.946 5.113 14.107
H 8.500 6.531 16.375
H 8.695 5.158 15.268
H 7.441 8.484 15.242
H 7.353 8.593 13.421
H 11.423 8.630 12.677
H 9.857 8.661 11.985
H 10.000 8.219 16.688
H 11.583 8.127 15.798
N 10.516 12.799 12.179
C 10.645 12.825 10.950
C 12.042 12.757 10.378
C 13.049 13.470 10.946
C 14.341 13.318 10.445
C 14.614 12.421 9.440
C 13.580 11.793 8.778
C 12.282 11.880 9.284
C 9.513 12.957 9.973
C 9.564 13.391 8.640
C 8.402 13.674 7.992
C 7.153 13.519 8.591
C 7.046 13.075 9.922
C 8.230 12.797 10.581
H 12.912 14.136 11.774
H 15.194 13.905 10.852
H 15.621 12.260 9.084
H 13.739 11.072 7.940
H 11.482 11.328 8.800
H 10.463 13.503 8.098
H 8.405 14.082 6.970
H 6.273 13.758 8.033
H 6.098 13.022 10.422
H 8.181 12.373 11.600
C 9.201 14.292 15.132
C 8.226 15.231 14.713
C 8.640 16.362 13.948
C 7.737 17.272 13.445
C 6.416 17.149 13.771
C 6.007 16.084 14.593
C 6.819 15.108 15.045
H 8.997 13.783 16.068
H 10.244 14.574 14.886
H 9.708 16.522 13.712
H 8.058 18.042 12.765
H 5.679 17.903 13.379
H 4.940 16.052 14.848
H 6.471 14.368 15.758
*
```

=====

The following is a DFT calculation (ωB97M-V with the def2-TZVPD basis set) of a molecular structure, C52H55F5O3SeSiV.

HOMO energy (alpha / beta), Ha: -0.044 / -0.088
Orbital gap (alpha / beta), eV: 5.2 / 6.4
ΔE to the lowest compared entry with this formula, charge and spin, kJ/mol: 3875.9
Calculated total energy, eV: -173422.003
Maximum force, eV Å⁻¹: 19.6
LUMO energy (alpha / beta), eV: 4.0 / 4.0

```
! RIJCOSX wB97M-V def2-TZVPD def2/J DEFGRID3
* xyz -2 4
V -0.587 -1.706 0.272
C -3.658 2.571 -4.963
C -3.928 3.091 -3.584
C -2.604 3.968 -3.438
C -5.189 3.958 -3.346
C -3.813 1.930 -2.480
C -2.836 1.897 -1.595
C -2.459 0.669 -0.819
Se -1.613 0.737 0.661
C 0.090 1.518 0.313
C -0.020 2.791 0.251
C 1.068 3.613 -0.078
C 1.977 2.887 -0.712
C 1.937 1.521 -1.194
C 0.829 0.617 -0.595
O 0.797 -0.553 -0.563
C 2.851 0.557 -2.079
C 3.936 1.633 -2.825
C 3.580 -0.311 -1.278
C 2.111 -0.170 -3.002
C 1.273 5.235 0.001
C 0.707 5.583 1.323
C 0.496 5.864 -1.210
C 2.796 5.559 -0.169
C -2.951 -0.627 -1.414
O -2.194 -1.574 -0.913
C -3.624 -0.578 -2.637
C -4.200 0.665 -2.882
C -4.348 -2.442 -3.013
C -5.387 -2.166 -4.167
C -3.080 -3.032 -3.090
C -4.996 -2.529 -1.757
H -3.240 3.363 -5.372
H -4.680 2.106 -5.430
H -2.855 1.645 -5.135
H -2.643 4.996 -4.055
H -1.647 3.430 -3.324
H -3.134 4.571 -2.603
H -6.162 3.716 -3.227
H -5.608 4.669 -4.416
H -4.648 4.632 -2.874
H -1.971 2.603 -1.381
H -0.814 3.210 0.468
H 2.884 3.550 -1.016
H 4.390 2.311 -2.008
H 3.123 1.719 -3.544
H 4.881 1.247 -3.321
H 4.782 0.071 -0.443
H 4.015 -1.040 -1.778
H 2.908 -0.625 -0.491
H 2.049 -1.265 -2.748
H 2.402 0.261 -4.147
H 1.237 0.296 -2.245
H 1.012 4.890 2.180
H -0.335 5.187 1.002
H 1.445 6.589 1.598
H 0.814 6.761 -0.631
H -0.749 5.817 -0.883
H 0.396 4.894 -1.693
H 3.518 5.438 0.810
H 2.489 6.683 -0.462
H 3.387 5.538 -0.975
H -4.768 0.651 -3.751
H -5.050 -0.904 -4.341
H -6.353 -2.488 -3.990
H -5.136 -2.683 -4.918
H -2.800 -3.253 -2.009
H -2.112 -2.533 -3.377
H -2.784 -3.887 -3.514
H -5.604 -1.536 -1.601
H -4.451 -2.662 -0.969
H -5.925 -3.284 -1.625
F 1.899 -3.804 -1.552
C 0.727 -4.488 -1.243
C -0.329 -3.876 -0.545
C -1.293 -4.806 -0.312
F -2.425 -4.277 0.254
C -1.327 -6.143 -0.528
F -2.438 -6.812 -0.136
C -0.299 -6.695 -1.318
F -0.095 -8.029 -1.448
C 0.708 -5.763 -1.713
F 1.715 -6.247 -2.456
O -0.095 -1.867 2.379
Si 1.233 -1.648 3.143
C 1.693 -3.380 3.820
C 2.841 -3.543 4.708
C 3.155 -4.682 5.396
C 2.390 -5.792 5.225
C 1.223 -5.705 4.294
C 0.900 -4.483 3.880
C 0.701 -0.818 4.737
C -0.621 -0.521 5.196
C -0.749 0.148 6.466
C 0.318 0.520 7.201
C 1.573 0.211 6.869
C 1.688 -0.452 5.577
C 2.807 -0.763 2.458
C 2.608 0.672 2.537
C 3.810 1.404 2.159
C 5.164 0.664 2.027
C 5.136 -0.786 2.157
C 4.017 -1.355 2.298
H 3.404 -2.712 4.935
H 4.026 -4.642 6.227
H 2.417 -6.821 5.809
H 0.672 -6.623 4.305
H 0.143 -4.466 3.540
H -1.547 -0.555 4.534
H -1.663 0.480 6.562
H -0.047 1.161 8.277
H 2.500 0.756 7.422
H 2.790 -0.680 5.431
H 1.793 1.389 2.773
H 3.232 2.113 0.949
H 6.231 1.197 1.985
H 6.423 -0.961 2.275
H 3.765 -2.382 2.666
*
```

=====

The following is a DFT calculation (ωB97M-V with the def2-TZVPD basis set) of a molecular structure, C52H56ClN3O2P2SiTi.

HOMO energy (alpha / beta), Ha: -0.344 / -0.347
Orbital gap (alpha / beta), eV: 6.7 / 6.3
ΔE to the lowest compared entry with this formula, charge and spin, kJ/mol: 0.0
Calculated total energy, eV: -125489.259
Maximum force, eV Å⁻¹: 1.7
LUMO energy (alpha / beta), eV: -2.6 / -3.2

```
! RIJCOSX wB97M-V def2-TZVPD def2/J DEFGRID3
* xyz 1 2
Ti 0.333 0.681 -0.541
O 0.045 -0.467 0.956
C -0.782 -1.138 0.209
O -0.356 -2.198 -0.477
C -2.258 -0.871 0.317
P -2.566 0.562 -0.815
C -2.770 -0.253 -2.442
C -2.915 -1.621 -2.653
C -3.099 -2.118 -3.941
C -3.137 -1.253 -5.025
C -2.992 0.116 -4.821
C -2.810 0.610 -3.539
C -4.314 0.965 -0.449
C -5.297 -0.020 -0.351
C -6.620 0.337 -0.132
C -6.971 1.681 -0.022
C -5.999 2.665 -0.128
C -4.670 2.308 -0.337
H -2.466 -0.517 1.324
H -2.866 -1.729 0.091
H -2.876 -2.322 -1.824
H -3.213 -3.187 -4.095
H -3.281 -1.642 -6.027
H -3.019 0.798 -5.665
H -2.687 1.679 -3.385
H -5.041 -1.069 -0.465
H -7.381 -0.432 -0.055
H -8.008 1.957 0.138
H -6.273 3.712 -0.048
H -3.907 3.075 -0.415
Cl 2.788 0.132 -1.254
C 4.014 1.073 -0.418
C 5.293 1.063 -0.939
C 6.267 1.804 -0.290
C 5.950 2.533 0.851
C 4.656 2.523 1.344
C 3.659 1.783 0.711
P 1.941 1.735 1.328
C 1.761 3.495 1.782
C 1.962 4.432 0.765
C 1.773 5.782 1.012
C 1.375 6.210 2.275
C 1.184 5.284 3.289
C 1.377 3.928 3.045
C 2.061 0.808 2.887
C 3.204 0.123 3.290
C 3.196 -0.617 4.469
C 2.050 -0.682 5.248
C 0.897 -0.022 4.840
C 0.899 0.705 3.660
H 5.522 0.492 -1.833
H 7.278 1.810 -0.680
H 6.713 3.116 1.352
H 4.405 3.098 2.228
H 2.253 4.107 -0.228
H 1.928 6.501 0.215
H 1.214 7.267 2.465
H 0.884 5.615 4.277
H 1.241 3.220 3.853
H 4.106 0.158 2.693
H 4.092 -1.144 4.775
H 2.050 -1.254 6.169
H -0.004 -0.080 5.439
H -0.013 1.191 3.331
C -2.556 5.344 0.777
C -2.243 4.174 1.454
C -1.418 3.227 0.866
C -0.882 3.440 -0.404
C -1.196 4.612 -1.083
C -2.029 5.554 -0.492
N -0.082 2.430 -0.975
N 0.522 2.694 -2.196
C 0.686 1.609 -2.943
C 1.273 1.707 -4.247
C 1.350 0.611 -5.030
C 0.868 -0.654 -4.558
C 0.361 -0.734 -3.317
N 0.268 0.365 -2.473
H -3.205 6.083 1.232
H -2.646 3.995 2.446
H -1.162 2.329 1.411
H -0.780 4.768 -2.070
H -2.268 6.465 -1.030
H 1.622 2.682 -4.567
H 1.774 0.687 -6.025
H 0.912 -1.540 -5.180
H -0.004 -1.665 -2.912
C 0.129 -4.531 -1.892
Si 0.291 -3.781 -0.207
C -0.793 -4.720 1.011
C -2.270 -4.643 0.597
C -0.638 -4.152 2.434
C -0.410 -6.212 1.000
C 2.114 -3.640 0.255
C 2.649 -4.938 0.882
C 2.385 -2.485 1.236
C 2.902 -3.388 -1.045
H 0.475 -5.574 -1.875
H 0.733 -3.998 -2.632
H -0.913 -4.528 -2.232
H -2.684 -3.650 0.741
H -2.855 -5.326 1.226
H -2.429 -4.940 -0.448
H -0.834 -3.072 2.474
H 0.366 -4.320 2.836
H -1.351 -4.639 3.111
H -0.537 -6.658 0.007
H -1.073 -6.752 1.688
H 0.613 -6.394 1.324
H 2.218 -5.132 1.868
H 3.735 -4.844 1.012
H 2.470 -5.816 0.250
H 1.835 -2.594 2.180
H 2.121 -1.514 0.818
H 3.457 -2.463 1.478
H 2.908 -4.273 -1.689
H 3.945 -3.147 -0.798
H 2.496 -2.557 -1.631
*
```